94
Properties=species:S:1:pos:R:3 method="wB97M-V/def2-TZVPD" total_charge=+1 homo_lumo_gap_ev=8.64 lumo_ev=-3.64 mol_weight_g_mol=1049.99 multiplicity=1 e_homo_ev=-12.3
C 2.68 1.63 -2.91
S 1.68 2.71 -3.94
O 1.91 2.32 -5.31
O 2.09 4.08 -3.71
C -0.09 2.58 -3.62
N -0.77 1.41 -3.52
C -2.05 1.89 -3.30
N -3.03 1.00 -3.12
F -4.30 1.38 -2.88
N -2.12 3.22 -3.30
N -0.86 3.65 -3.49
H 3.09 2.19 -2.05
H 3.55 1.29 -3.50
H 2.14 0.75 -2.51
H -2.78 0.01 -3.13
H -2.94 3.80 -3.18
H -0.59 4.62 -3.54
C -2.31 6.81 -7.30
C -2.70 5.50 -7.95
O -1.51 4.70 -7.91
S -0.66 5.08 -6.60
O -0.96 4.12 -5.57
O 0.66 5.38 -6.98
O -1.43 6.44 -6.23
H -1.76 7.45 -8.00
H -3.17 7.35 -6.92
H -3.04 5.62 -8.97
H -3.47 4.98 -7.37
C -2.19 -0.31 0.72
C -1.95 -1.45 1.68
O -1.59 -2.56 0.83
S -0.82 -2.02 -0.45
O 0.58 -2.16 -0.22
O -1.45 -2.54 -1.62
O -1.19 -0.46 -0.31
H -3.18 -0.38 0.25
H -2.09 0.66 1.20
H -2.82 -1.69 2.27
H -1.10 -1.24 2.33
C -6.94 -3.69 0.86
C -5.93 -2.80 0.16
O -5.96 -1.57 0.88
S -6.28 -1.87 2.43
O -5.06 -1.90 3.15
O -7.38 -1.06 2.83
O -6.79 -3.38 2.25
H -7.96 -3.43 0.56
H -6.76 -4.74 0.68
H -6.17 -2.64 -0.89
H -4.92 -3.22 0.24
C -1.21 -5.55 4.14
C 0.08 -4.81 4.37
O -0.30 -3.42 4.42
S -1.78 -3.30 5.05
O -1.66 -2.98 6.42
O -2.57 -2.53 4.15
O -2.19 -4.84 4.91
H -1.52 -5.50 3.09
H -1.16 -6.59 4.45
H 0.81 -4.98 3.59
H 0.52 -5.07 5.34
C 2.69 -4.28 9.50
C 3.50 -4.29 8.22
O 3.28 -5.59 7.66
S 1.80 -6.08 8.04
O 0.94 -5.80 6.93
O 1.89 -7.37 8.62
O 1.50 -5.00 9.19
H 3.21 -4.81 10.30
H 2.45 -3.27 9.84
H 4.56 -4.12 8.40
H 3.13 -3.54 7.51
C 3.41 8.32 -4.16
C 4.20 7.17 -4.76
O 5.55 7.41 -4.36
S 5.56 8.12 -2.91
O 5.77 7.13 -1.92
O 6.35 9.30 -2.99
O 4.00 8.54 -2.88
H 3.52 9.23 -4.75
H 2.36 8.08 -4.06
H 4.13 7.14 -5.84
H 3.89 6.21 -4.34
C 4.23 -4.13 0.42
C 3.07 -3.30 0.92
O 3.10 -3.45 2.34
S 4.63 -3.61 2.82
O 5.11 -2.35 3.26
O 4.72 -4.78 3.62
O 5.27 -3.92 1.38
H 3.98 -5.19 0.40
H 4.56 -3.82 -0.57
H 2.11 -3.63 0.53
H 3.20 -2.24 0.69

55
Properties=species:S:1:pos:R:3 method="wB97M-V/def2-TZVPD" total_charge=+2 de_lowest_kj_mol=29.31 homo_lumo_gap_ev="6.88 / 7.34" lumo_ev="-7.68 / -7.54" mol_weight_g_mol=407.47 multiplicity=3 e_homo_ev="-14.6 / -14.9"
C 0.69 2.74 -3.09
C -0.59 2.29 -2.76
C -0.75 1.20 -1.90
C 0.40 0.60 -1.37
C 1.70 1.06 -1.67
C 1.84 2.13 -2.56
C -2.08 0.67 -1.49
C -2.10 -0.79 -0.98
N -1.77 -1.83 -2.07
Mo -0.05 -0.28 0.44
C 2.86 0.39 -0.99
P 2.19 -1.00 0.05
H -1.48 2.78 -3.17
H 2.84 2.49 -2.81
H 0.81 3.58 -3.77
H 3.41 1.08 -0.31
H 3.60 -0.03 -1.69
H -2.50 1.31 -0.69
H -2.81 0.76 -2.31
H -1.57 -1.23 -0.07
C 3.46 -1.37 1.27
C 2.28 -2.38 -1.13
H -3.14 -0.99 -0.71
C -1.50 -1.31 -3.44
C -2.82 -2.92 -2.13
H 0.84 0.88 1.42
H -1.52 -2.16 -4.13
H -2.27 -0.59 -3.73
H -0.50 -0.85 -3.47
H -3.41 -2.81 -3.04
H -2.31 -3.89 -2.13
H -3.46 -2.85 -1.25
H 3.33 -2.59 -1.35
H 1.81 -3.26 -0.68
H 1.75 -2.14 -2.07
H 4.42 -1.53 0.76
H 3.55 -0.56 2.00
H 3.17 -2.30 1.79
H -0.94 -2.42 -1.89
C 1.44 1.05 3.66
Si -0.42 1.07 3.35
C -1.17 -0.46 4.14
C -1.07 2.59 4.25
C -1.05 1.17 1.57
H 1.60 1.29 4.72
H 1.98 1.81 3.07
H 1.90 0.07 3.46
H -1.07 -0.40 5.24
H -2.23 -0.54 3.90
H -0.68 -1.39 3.81
H -0.73 3.51 3.75
H -2.17 2.59 4.26
H -0.71 2.61 5.29
H -2.14 0.97 1.51
H -0.88 2.16 1.13

56
Properties=species:S:1:pos:R:3 method="wB97M-V/def2-TZVPD" total_charge=-1 de_lowest_kj_mol=0.00 homo_lumo_gap_ev=4.48 lumo_ev=2.67 mol_weight_g_mol=531.91 multiplicity=1 e_homo_ev=-1.8
Tl 0.44 0.03 0.47
C -2.81 1.13 4.37
C -1.74 1.79 3.54
C -0.42 1.65 3.82
C 0.62 2.32 3.10
C 0.19 3.27 2.16
C -1.12 3.44 1.80
C -2.22 2.54 2.32
H -2.42 0.84 5.35
H -3.21 0.22 3.90
H -3.66 1.81 4.52
H -0.13 1.04 4.67
H 1.65 2.26 3.43
H 0.93 3.94 1.73
H -1.41 4.28 1.18
H -3.10 3.16 2.60
N -3.76 0.75 -2.04
C -2.72 0.74 -1.13
O -1.92 -0.18 -1.13
C -2.62 1.92 -0.22
C -2.83 1.52 1.25
H -3.92 -0.14 -2.50
H -4.57 1.30 -1.83
H -3.31 2.71 -0.51
H -1.60 2.32 -0.29
H -2.36 0.55 1.43
H -3.90 1.40 1.44
C 3.24 -2.25 0.09
Si 1.63 -3.25 0.23
C 2.19 -5.03 0.59
C 0.87 -3.35 -1.51
C 0.50 -2.36 1.35
H 4.07 -2.80 -0.36
H 3.56 -1.91 1.09
H 3.06 -1.35 -0.51
H 2.90 -5.39 -0.16
H 1.33 -5.71 0.59
H 2.67 -5.10 1.57
H 1.63 -3.33 -2.30
H 0.20 -2.49 -1.66
H 0.28 -4.26 -1.64
H 0.86 -2.33 2.38
H -0.51 -2.80 1.36
C 0.38 0.14 -4.09
P 1.55 0.10 -2.66
C 3.07 -0.46 -3.55
C 1.92 1.89 -2.54
H 0.75 0.78 -4.89
H -0.59 0.51 -3.74
H 0.24 -0.87 -4.47
H 3.30 0.17 -4.41
H 2.93 -1.49 -3.88
H 3.91 -0.45 -2.86
H 2.24 2.30 -3.51
H 2.71 2.06 -1.80
H 1.03 2.42 -2.19

55
Properties=species:S:1:pos:R:3 method="wB97M-V/def2-TZVPD" total_charge=+2 homo_lumo_gap_ev="5.26 / 5.60" lumo_ev="-6.56 / -9.64" mol_weight_g_mol=511.48 multiplicity=5 e_homo_ev="-11.8 / -15.2"
P 2.16 -3.41 -3.91
P 3.87 -4.04 -0.75
C 3.71 -4.38 -3.65
C 3.95 -5.07 -2.29
H 4.58 -3.75 -3.89
H 3.65 -5.15 -4.44
H 3.26 -5.92 -2.20
H 4.97 -5.47 -2.27
C 5.36 -3.05 -1.01
H 5.42 -2.33 -0.18
H 5.33 -2.51 -1.97
H 6.22 -3.75 -0.99
C 4.29 -5.22 0.55
H 5.31 -5.60 0.37
H 3.57 -6.04 0.60
H 4.27 -4.70 1.52
C 2.23 -3.02 -5.67
H 1.33 -2.46 -5.96
H 2.29 -3.97 -6.23
H 3.10 -2.39 -5.92
C 0.95 -4.75 -3.78
H 1.06 -5.30 -2.83
H 1.15 -5.43 -4.64
H -0.04 -4.29 -3.85
Pt 0.46 -0.67 -0.29
C 2.37 -2.37 0.55
C 2.71 -1.39 -0.44
C 2.98 -1.44 -1.95
C 1.98 -0.71 -2.96
C 0.81 -1.74 -3.13
C 0.31 -2.35 -1.86
C 0.94 -3.55 -1.08
C 1.12 -3.28 0.46
C -1.12 0.33 -1.00
H 2.77 -2.19 1.56
H 3.29 -0.57 0.02
H 3.11 -2.49 -2.36
H 3.99 -1.05 -2.15
H 1.73 0.34 -2.62
H 2.50 -0.63 -3.94
H 0.00 -1.44 -3.83
H -0.79 -2.55 -1.90
H 1.95 -3.88 -1.49
H 0.36 -4.49 -1.22
H 0.17 -2.89 0.95
H 1.33 -4.24 0.94
H -1.95 -0.06 -0.39
H -1.30 0.17 -2.08
H -0.93 1.39 -0.76
C -0.46 0.57 2.11
C 0.79 0.43 1.28
O 1.89 0.88 1.52
H -0.92 -0.43 2.25
H -1.12 1.29 1.60
H -0.15 1.02 3.06

65
Properties=species:S:1:pos:R:3 method="wB97M-V/def2-TZVPD" total_charge=-1 homo_lumo_gap_ev=5.61 lumo_ev=1.97 mol_weight_g_mol=566.87 multiplicity=1 e_homo_ev=-3.6
C 1.04 -3.37 0.28
C -0.39 -3.22 -0.37
C -0.63 -1.72 -0.80
O 0.53 -1.15 -1.40
C 0.94 0.07 -0.79
Si 0.21 1.64 -1.58
Br 0.19 3.23 0.09
C 1.22 2.36 -3.02
C 2.76 2.49 -2.76
C 3.17 3.65 -1.82
Cl 2.54 5.27 -2.33
C -1.63 1.34 -2.06
C -2.47 1.46 -0.73
P -4.02 0.45 -0.76
O -3.87 -0.84 -1.54
O -5.29 1.30 -1.42
C -6.21 0.44 -2.10
C -7.39 1.37 -2.57
O -4.36 0.07 0.85
C -4.27 1.22 1.70
C -2.94 1.29 2.53
H 1.66 -3.96 -0.41
H 1.52 -2.40 0.49
H 0.92 -3.87 1.26
H -1.13 -3.51 0.40
H -0.52 -3.88 -1.24
H -1.42 -1.75 -1.58
H -1.01 -1.18 0.08
H 2.05 0.07 -0.81
H 0.68 0.10 0.30
H 1.03 1.81 -3.97
H 0.83 3.39 -3.20
H 3.33 2.60 -3.70
H 3.10 1.55 -2.27
H 4.27 3.72 -1.87
H 2.95 3.45 -0.76
H -1.97 2.08 -2.82
H -1.73 0.32 -2.49
H -2.64 2.50 -0.43
H -1.83 1.01 0.06
H -5.78 -0.03 -3.00
H -6.64 -0.35 -1.46
H -6.90 2.33 -2.86
H -8.04 1.61 -1.71
H -7.94 0.94 -3.42
H -5.14 1.20 2.39
H -4.37 2.14 1.08
H -2.21 0.53 2.20
H -3.10 1.27 3.62
H -2.47 2.27 2.31
C 5.80 -0.74 2.27
C 6.34 -2.11 2.67
O 5.70 -2.70 3.78
C 4.41 -3.37 3.56
O 4.46 -4.23 2.58
C 3.22 -2.36 3.42
F 3.37 -1.29 4.25
F 2.06 -2.94 3.79
F 3.02 -1.86 2.19
H 5.57 -0.14 3.16
H 6.54 -0.21 1.66
H 4.90 -0.83 1.68
H 7.38 -1.97 3.00
H 6.38 -2.79 1.81
H 4.23 -3.78 4.57

73
Properties=species:S:1:pos:R:3 method="wB97M-V/def2-TZVPD" total_charge=0 homo_lumo_gap_ev=10.79 lumo_ev=0.37 mol_weight_g_mol=636.46 multiplicity=1 e_homo_ev=-10.4
O -6.04 -2.49 0.32
C -4.93 -2.78 0.64
O -3.88 -2.85 -0.26
C -3.08 -1.67 -0.19
C -1.60 -2.03 0.03
O -1.16 -1.80 1.39
S -0.70 -0.34 1.87
O -1.42 -0.10 3.09
O -1.53 0.60 0.69
C -0.74 1.40 -0.07
F -0.21 2.37 0.69
F 0.25 0.69 -0.63
C -1.63 2.05 -1.17
F -2.79 2.41 -0.65
F -1.85 1.19 -2.16
F -1.03 3.12 -1.66
H -4.63 -3.00 1.68
H -3.39 -1.02 0.64
H -3.16 -1.06 -1.09
H -0.94 -1.55 -0.70
H -1.52 -3.11 -0.13
O 0.67 -6.85 -0.55
P 0.74 -6.94 -2.01
O 0.81 -5.51 -2.71
C 1.93 -4.65 -2.47
C 3.19 -5.09 -3.18
O -0.72 -7.39 -2.53
C -1.74 -7.79 -1.62
C -2.65 -6.63 -1.27
O 1.58 -7.81 -3.03
C 1.99 -9.15 -2.67
C 0.83 -10.12 -2.59
H 2.10 -4.57 -1.39
H 1.62 -3.66 -2.82
H 3.57 -6.03 -2.77
H 3.97 -4.34 -3.08
H 2.99 -5.26 -4.24
H -1.31 -8.23 -0.72
H -2.31 -8.58 -2.12
H -2.07 -5.75 -0.98
H -3.32 -6.89 -0.45
H -3.25 -6.34 -2.13
H 2.54 -9.13 -1.73
H 2.69 -9.46 -3.45
H 0.21 -9.94 -1.72
H 1.20 -11.14 -2.53
H 0.19 -10.03 -3.47
O 0.76 9.10 1.42
P 1.00 7.91 2.25
O 1.20 8.26 3.78
C 0.13 8.86 4.53
C -0.98 7.88 4.86
O 2.50 7.40 1.93
C 3.27 7.97 0.87
C 4.18 9.07 1.38
O 0.34 6.48 2.35
C -0.25 5.87 1.17
C 0.79 5.46 0.15
H -0.27 9.72 3.97
H 0.58 9.24 5.44
H -1.51 7.56 3.96
H -1.70 8.34 5.53
H -0.57 6.98 5.33
H 2.62 8.34 0.07
H 3.86 7.16 0.45
H 3.62 9.78 1.99
H 4.63 9.61 0.54
H 4.97 8.66 2.00
H -0.98 6.55 0.73
H -0.78 4.99 1.53
H 1.22 6.33 -0.35
H 0.34 4.83 -0.61
H 1.61 4.92 0.62

67
Properties=species:S:1:pos:R:3 method="wB97M-V/def2-TZVPD" total_charge=+1 homo_lumo_gap_ev=8.16 lumo_ev=-3.95 mol_weight_g_mol=475.47 multiplicity=1 e_homo_ev=-12.1
N -0.88 -3.15 0.43
H -0.40 -3.89 -0.06
H -1.36 -3.68 1.14
H -1.61 -2.74 -0.14
H -0.11 -2.58 0.74
N 2.57 -1.73 3.47
H 2.69 -2.72 3.30
H 3.48 -1.29 3.56
H 2.21 -1.45 4.37
H 1.98 -1.55 2.67
C 0.71 0.00 1.06
O 1.16 -1.32 1.16
H 1.47 0.75 1.25
H 0.38 0.07 0.03
H -0.16 0.16 1.70
C -3.15 1.78 -0.96
C -3.44 3.29 -0.62
C -2.34 4.24 -1.15
O -3.10 5.25 -1.79
C -4.40 4.90 -2.01
O -5.25 5.49 -2.65
O -4.64 3.74 -1.34
H -2.22 1.46 -0.49
H -3.05 1.57 -2.03
H -4.01 1.23 -0.59
H -3.65 3.29 0.45
H -1.63 3.74 -1.82
H -1.75 4.61 -0.32
C 0.71 -1.81 -2.52
C 0.46 -1.49 -3.98
C 0.44 -2.66 -4.94
O -0.57 -2.31 -5.80
C -1.34 -1.29 -5.31
O -2.42 -0.99 -5.77
O -0.82 -0.85 -4.13
H 1.70 -2.24 -2.39
H 0.06 -2.56 -2.07
H 0.77 -0.89 -1.94
H 1.09 -0.72 -4.42
H 0.29 -3.61 -4.43
H 1.44 -2.77 -5.35
C 4.72 0.07 0.32
C 4.94 -1.38 0.52
C 4.12 -2.36 -0.34
O 5.09 -3.17 -1.03
C 6.36 -2.88 -0.57
O 7.37 -3.47 -0.79
O 6.25 -1.76 0.15
H 5.01 0.61 1.22
H 3.67 0.07 0.02
H 5.33 0.42 -0.51
H 4.89 -1.60 1.58
H 3.54 -1.74 -1.02
H 3.49 -2.86 0.39
C -2.67 0.23 3.36
C -3.04 1.68 2.93
C -3.59 2.67 3.97
O -2.66 3.69 4.02
C -1.73 3.51 3.08
O -0.92 4.34 2.74
O -1.90 2.33 2.51
H -3.47 -0.46 3.62
H -2.00 0.19 4.21
H -2.18 -0.26 2.51
H -3.73 1.61 2.08
H -3.58 2.20 4.95
H -4.58 3.07 3.76